Below is a cluster of 2 separate species, C15H7F3N5O8S in total at a distorted geometry, with properties calculated with ωB97M-V/def2-TZVPD.

```
39
Properties=species:S:1:pos:R:3
C 1.75 0.91 0.37
C -2.12 1.14 -0.91
O 1.17 0.55 3.88
N 1.55 -3.17 0.80
H -0.92 -0.53 -2.65
C 1.64 -1.83 0.44
O 1.41 2.35 -2.04
C 1.79 -1.24 -0.80
C -2.09 -0.28 -0.86
O -4.62 1.35 3.08
C 1.53 -1.14 1.63
C 3.81 1.00 -2.39
C -2.75 1.87 0.06
O 1.60 -4.17 0.10
O -4.06 3.22 2.06
H 1.83 -1.79 -1.73
N -1.17 -3.56 -1.56
N -4.06 1.96 2.13
H 1.80 1.98 0.34
O 1.72 2.31 2.69
C 1.58 0.28 1.61
C -2.77 -0.92 0.22
C -1.29 -2.37 -1.71
C -3.41 1.22 1.13
H -3.93 -0.66 2.00
O 1.29 0.16 -3.26
C -3.41 -0.19 1.19
O 1.37 -3.26 2.19
N 1.48 1.08 2.79
S 1.91 1.06 -2.35
F 4.27 1.59 -3.49
F 4.28 1.61 -1.27
C 1.83 0.17 -0.80
H -1.61 1.64 -1.73
C -1.41 -1.01 -1.83
F 4.18 -0.31 -2.36
H -2.77 2.94 0.04
N 1.37 -1.97 2.72
H -2.77 -2.00 0.27
```

charge = -1
relative energy (zero: lowest compared OMol25 entry of this formula, charge and spin) = 90.2 kJ/mol
F_max = 0.119 Eh/bohr
LUMO = 0.0 eV
gap between HOMO and LUMO = 3.78 eV

Below is a structure of composition C15H7LuNO3 at a distorted geometry, with properties calculated with ωB97M-V/def2-TZVPD.

```
27
Properties=species:S:1:pos:R:3
H -2.38 -3.00 2.27
C 1.98 -0.07 -0.10
C -0.02 -0.86 1.20
N -3.09 0.87 -0.16
C 1.14 0.87 -0.77
C 1.51 1.40 -1.99
C -0.82 0.08 0.53
C 1.46 -0.62 1.19
C -0.57 -1.97 1.83
O -3.25 3.04 0.82
Lu -5.22 0.04 -0.81
H 3.84 -1.13 -0.09
C -2.76 -1.19 1.16
C 2.74 1.02 -2.52
C 3.58 0.10 -1.84
C -0.16 1.23 -0.15
H 0.88 2.11 -2.50
C -1.94 -2.14 1.79
H 4.52 -0.18 -2.28
O -0.65 2.33 -0.19
H -3.84 -1.32 1.24
H 3.06 1.44 -3.46
O 2.16 -0.81 2.13
C -3.25 1.98 0.46
C -2.19 -0.09 0.53
C 3.21 -0.44 -0.62
H 0.06 -2.68 2.33
```

charge = +3
F_max = 0.050 Eh/bohr
LUMO = -15.6 eV
gap between HOMO and LUMO = 2.17 eV

Below is a structure of composition C15H8CoN3O5 at a distorted geometry, with properties calculated with ωB97M-V/def2-TZVPD.

```
32
Properties=species:S:1:pos:R:3
O -1.73 7.01 2.61
C 0.89 -1.80 -0.16
C 1.50 -4.16 -0.14
C 2.15 -4.01 -1.36
O -2.00 0.02 -3.50
C 2.71 -5.16 -1.96
C 1.53 -1.63 -1.39
C 2.10 -2.76 -2.01
C -0.41 3.33 2.42
O -3.77 2.78 0.78
O 0.25 2.69 3.20
C -1.49 5.95 2.22
C 0.07 0.50 -0.22
H 2.62 -2.67 -3.00
C -2.79 3.34 0.97
H -0.76 -1.61 2.12
Co -1.33 4.06 1.02
C -1.87 0.67 -2.62
H -1.49 1.85 -0.66
C -1.37 0.49 1.42
H 0.41 -3.14 1.45
H 1.55 -0.70 -1.94
H 0.65 0.86 -1.04
O 0.60 3.77 -0.89
C -0.20 3.97 -0.02
H 1.52 -5.09 0.39
N 0.17 -0.70 0.39
N -0.98 1.20 0.23
N 3.26 -6.09 -2.52
H -2.06 0.78 2.19
C 0.92 -3.05 0.49
C -0.69 -0.69 1.50
```

charge = +1
spin multiplicity = 4
expectation value of S² = 3.80
relative energy (zero: lowest compared OMol25 entry of this formula, charge and spin) = 304.5 kJ/mol
F_max = 0.261 Eh/bohr
LUMO (spin up / spin down) = -3.8 / -7.3 eV
gap between HOMO and LUMO (spin up / spin down) = 5.47 / 5.20 eV

Below is a structure of composition C15H8F5IN2NiS2, with properties calculated with ωB97M-V/def2-TZVPD.

```
34
Properties=species:S:1:pos:R:3
F -4.39 -1.58 0.46
C -1.98 -0.75 3.65
H -3.42 5.10 0.12
C -2.24 3.94 -1.22
C -1.03 3.25 -1.41
C -1.54 4.54 1.01
Ni -0.60 1.25 -0.26
C -2.78 -0.15 1.43
N -0.93 -1.56 -0.50
H -1.84 -1.29 -0.86
C -3.63 -2.11 2.60
C -1.97 0.08 2.55
F -1.18 -0.50 4.69
C -2.81 -1.85 3.68
F -4.43 -3.18 2.61
C -3.61 -1.27 1.50
F -2.83 -2.66 4.74
N -0.11 -0.59 -0.09
H -0.80 2.81 -2.36
C 0.82 -2.57 0.33
C 0.97 -1.17 0.41
C -2.49 4.58 -0.02
H -1.75 5.02 1.95
H -2.98 3.95 -2.01
S 1.34 2.20 -0.58
C -0.06 3.24 -0.39
C -0.35 3.88 0.84
S -2.78 0.90 0.02
H 0.38 3.83 1.63
H -0.93 -3.68 -0.52
H 1.77 -0.58 0.80
F -1.14 1.13 2.58
I 2.16 -4.00 0.96
C -0.40 -2.77 -0.27
```

charge = 0
relative energy (zero: lowest compared OMol25 entry of this formula, charge and spin) = 3.2 kJ/mol
F_max = 0.005 Eh/bohr
LUMO (spin up / spin down) = -0.7 / -0.7 eV
gap between HOMO and LUMO (spin up / spin down) = 7.64 / 7.63 eV

Below is a structure of composition C15H9AuCl5O3, with properties calculated with ωB97M-V/def2-TZVPD.

```
33
Properties=species:S:1:pos:R:3
C 0.24 -4.93 3.02
C -0.98 -4.91 2.36
O -2.47 0.98 0.65
Au -1.52 -0.72 1.22
H 0.94 4.25 -2.63
C 1.12 0.98 -1.74
Cl 2.45 -3.74 3.95
Cl 0.86 -6.39 3.67
Cl 1.35 -1.10 2.78
C -0.78 2.06 -0.61
O -0.09 -0.26 -0.26
C 0.43 -2.52 2.62
Cl -1.87 -6.32 2.17
H -2.63 4.10 -0.21
H -3.87 2.96 0.37
H -2.62 3.53 1.47
C 0.04 0.90 -0.83
C 1.43 2.17 -2.37
H 2.63 0.42 -4.01
H -0.98 4.16 -1.12
Cl -2.95 -3.68 1.00
C -0.79 -2.46 1.97
C -0.40 3.27 -1.28
C -1.98 2.03 0.15
O 2.43 2.33 -3.22
H 3.77 0.83 -2.69
C 0.66 3.33 -2.12
C 3.24 1.21 -3.57
C 0.96 -3.74 3.16
H 1.70 0.08 -1.88
H 3.95 1.58 -4.30
C -1.47 -3.66 1.83
C -2.82 3.24 0.43
```

charge = +1
spin multiplicity = 3
expectation value of S² = 2.02
F_max = 0.009 Eh/bohr
LUMO (spin up / spin down) = -3.9 / -7.7 eV
gap between HOMO and LUMO (spin up / spin down) = 7.23 / 3.43 eV

Below is an isolated molecule of C15H9BN2O3 at a distorted geometry, with properties calculated with ωB97M-V/def2-TZVPD.

```
30
Properties=species:S:1:pos:R:3
C -1.98 0.91 -0.01
N 0.34 -2.67 4.42
H 4.65 -0.02 2.01
H -0.47 0.12 1.12
C 1.71 -1.53 2.67
C -0.40 0.21 -2.25
O -3.58 1.66 -3.47
B -3.57 1.81 -2.10
C 1.19 -1.46 1.42
H -5.50 2.18 -1.97
H -2.60 1.29 0.85
C 1.04 -2.12 3.69
C 0.04 -0.11 -1.00
N 4.22 -1.55 5.13
C -2.31 1.16 -3.80
C 3.13 -0.31 0.65
H 0.18 -0.04 -3.09
O 1.36 -0.45 -0.85
H 3.60 0.32 -0.12
H -2.36 0.26 -4.38
H 0.29 -2.01 1.14
C -2.36 1.25 -1.31
H -1.77 1.90 -4.33
C 3.72 -1.38 4.11
C 3.05 -1.23 2.89
C 3.73 -0.57 1.86
C -1.61 0.78 -2.42
C -0.82 0.21 0.13
O -4.73 2.14 -1.40
C 1.82 -0.73 0.42
```

charge = 0
structure (SMILES) = N#Cc1ccc(Oc2ccc3c(c2)COB3O)cc1C#N
relative energy (zero: lowest compared OMol25 entry of this formula, charge and spin) = 85.3 kJ/mol
F_max = 0.074 Eh/bohr
LUMO = -0.7 eV
gap between HOMO and LUMO = 8.41 eV

Below is a structure of composition C15H9BrN2S5Sm at a distorted geometry, with properties calculated with ωB97M-V/def2-TZVPD.

```
33
Properties=species:S:1:pos:R:3
C 0.98 3.19 -0.61
C 4.88 0.37 -0.44
C 3.95 2.99 -0.75
C 0.32 2.88 3.45
S -1.88 5.47 5.95
N 1.65 2.07 -0.50
C 3.52 0.62 -0.47
C -2.53 4.37 -0.11
C -3.10 3.19 0.36
H 5.25 -0.63 -0.35
C -0.77 2.09 3.67
C 5.77 1.44 -0.52
H -0.71 5.28 -0.80
H -4.13 3.12 0.65
Br 7.63 1.13 -0.41
H 1.44 4.12 -0.93
H 2.81 -0.23 -0.50
C -1.27 4.33 4.96
S 1.86 2.48 2.71
H 3.60 4.00 -0.88
C 5.30 2.74 -0.70
Sm 0.78 0.58 1.26
C -0.43 3.21 -0.31
H -2.69 1.12 0.82
H 6.01 3.55 -0.78
C -1.19 4.38 -0.44
N -0.99 2.05 0.15
C -2.29 2.06 0.47
C 3.03 1.94 -0.60
S -1.09 0.42 3.23
H -3.13 5.26 -0.22
S 0.25 4.50 4.13
S -2.07 2.81 4.62
```

charge = +1
spin multiplicity = 6
expectation value of S² = 8.81
F_max = 0.043 Eh/bohr
LUMO (spin up / spin down) = -5.1 / -5.1 eV
gap between HOMO and LUMO (spin up / spin down) = 4.86 / 4.90 eV

Below is a structure of composition C15H9F6N5O2RuS4 at a distorted geometry, with properties calculated with ωB97M-V/def2-TZVPD.

```
42
Properties=species:S:1:pos:R:3
H 11.12 9.28 7.14
H 4.94 5.11 9.00
C 12.39 9.06 11.01
C 10.45 11.13 8.84
F 7.18 13.94 11.29
S 9.59 8.08 12.35
S 9.27 5.42 13.67
C 6.93 13.26 10.10
C 9.15 13.17 8.99
F 14.60 9.48 10.16
C 8.17 12.51 9.70
H 6.00 6.61 11.01
N 6.46 6.06 7.80
O 11.46 8.95 10.10
N 9.50 10.41 9.50
C 5.75 5.81 8.95
F 13.76 7.50 9.63
C 10.23 8.74 6.91
C 7.43 6.97 8.17
C 8.42 7.57 7.33
H 11.42 10.62 8.75
C 8.39 11.09 9.98
H 9.99 8.65 4.70
H 6.36 5.67 6.90
S 9.88 6.15 10.70
F 5.80 12.47 10.24
C 9.66 8.44 5.70
N 8.51 7.70 5.98
H 7.94 7.19 5.31
H 11.14 12.93 8.13
C 9.60 6.32 12.36
C 13.84 8.43 10.62
H 9.03 14.22 8.77
C 10.28 12.46 8.59
S 7.40 9.98 10.82
N 7.37 7.27 9.44
F 6.69 14.27 9.14
Ru 9.37 8.32 9.90
F 14.51 7.83 11.65
N 9.45 8.22 7.92
O 12.39 9.67 12.10
C 6.30 6.54 9.96
```

charge = -1
spin multiplicity = 6
expectation value of S² = 8.80
relative energy (zero: lowest compared OMol25 entry of this formula, charge and spin) = 157.6 kJ/mol
F_max = 0.084 Eh/bohr
LUMO (spin up / spin down) = 2.4 / 0.4 eV
gap between HOMO and LUMO (spin up / spin down) = 4.56 / 5.47 eV

Number 1: energy -58476.4583 eV. Number 2: energy -56884.9174 eV. Number 3: energy -68004.3169 eV. Number 4: energy -103066.0851 eV. Number 5: energy -88137.9776 eV. Number 6: energy -25500.4263 eV. Number 7: energy -160798.8466 eV. Number 8: energy -89473.9696 eV.